# 1
Here is a single C4H8O2 molecule from OMol25. Energies are from ωB97M-V/def2-TZVPD.

Values from the calculation:
LUMO energy = 0.8 eV
gap between HOMO and LUMO = 9.177 eV
SMILES = CO/C(C)=C/O
energy relative to the best compared isomer or geometry (same formula, charge and spin) = 51.7 kcal per mole
2S+1 = 1
max |F| = 0.5 eV Å⁻¹
total charge = 0
HOMO = -8.3 eV
electronic energy = -307.6300 hartree

Positions of all 14 atoms, in Å:
C1 1.25772 -1.06286 -1.22949
O1 -0.07641 -1.10512 -0.70407
C2 -0.39682 -0.08526 0.15625
C3 -1.85179 0.25378 0.35976
C4 0.58372 0.52468 0.82356
O2 0.41680 1.68374 1.55124
H1 1.36459 -1.97133 -1.81329
H2 2.08015 -1.05463 -0.50298
H3 1.39166 -0.17248 -1.85730
H4 -2.45453 -0.64649 0.53236
H5 -2.31653 0.80463 -0.46583
H6 -1.92361 0.87363 1.26036
H7 1.55253 0.05104 0.91022
H8 0.33093 2.39049 0.90086



# 2
Here is 2 unconnected molecules or ions with the total composition C2H10NS2 at a distorted geometry from OMol25. Energies are from ωB97M-V/def2-TZVPD.

Values from the calculation:
LUMO energy = -3.5 eV
gap between HOMO and LUMO = 9.780 eV
energy relative to the best compared isomer or geometry (same formula, charge and spin) = 11.0 kcal per mole
2S+1 = 1
max |F| = 1.7 eV Å⁻¹
total charge = +1
HOMO = -13.3 eV
electronic energy = -933.0666 hartree

Positions of all 15 atoms, in Å:
C1 -1.03376 2.32123 -0.15586
N1 -1.42809 0.88478 0.10006
H1 -1.53062 2.69128 -1.04962
H2 -1.11967 2.86054 0.75906
H3 0.02694 2.32330 -0.43245
H4 -2.09141 0.81226 0.87679
H5 -0.59112 0.30056 0.31070
H6 -1.96405 0.46920 -0.66358
C2 1.57153 -1.94916 -0.91314
S1 0.18446 -1.80836 0.24889
S2 1.03348 -0.84319 1.88700
H7 1.92494 -2.98055 -0.83611
H8 2.40267 -1.28611 -0.69935
H9 1.18539 -1.81844 -1.92058
H10 1.42930 -1.97733 2.48819



# 3
Here is a molecular structure, C38H58AsBBrHfN6O4Si2 at a distorted geometry from OMol25. Energies are from ωB97M-V/def2-TZVPD.

Values from the calculation:
LUMO energy = -2.5 eV
gap between HOMO and LUMO = 7.291 eV
2S+1 = 1
max |F| = 1.5 eV Å⁻¹
total charge = +1
HOMO = -9.8 eV
electronic energy = -7574.0336 hartree

Positions of all 112 atoms, in Å:
Hf1 -0.51880 0.04711 0.21850
C1 -0.83291 -2.15807 3.26488
C2 0.60572 -1.70554 3.07643
N1 0.67764 -0.31960 2.57803
C3 0.29110 0.66615 3.58829
C4 -1.19721 0.96166 3.56173
N2 -1.78944 0.97354 2.20117
C5 -3.12949 0.34839 2.27776
C6 -2.99178 -1.16992 2.52321
N3 -1.66781 -1.69583 2.15081
H1 -1.23823 -1.78179 4.20540
H2 -0.84512 -3.24805 3.34766
H3 1.09164 -2.34221 2.34545
H4 1.14556 -1.80660 4.02623
H5 1.64168 -0.14227 2.31197
H6 0.85237 1.57951 3.40703
H7 0.57377 0.33596 4.59544
H8 -1.38575 1.91411 4.06058
H9 -1.73498 0.21606 4.14108
H10 -1.92442 1.93447 1.89857
H11 -3.65440 0.56580 1.35499
H12 -3.70850 0.80191 3.08918
H13 -3.76595 -1.68700 1.96179
H14 -3.18284 -1.40027 3.57440
H15 -1.80774 -2.47066 1.50943
Br1 -3.23303 -5.94531 -4.54519
C7 -2.40078 -4.39206 -3.87840
C8 -1.65728 -4.45474 -2.71242
C9 -1.07858 -3.29882 -2.20868
C10 -1.23723 -2.09353 -2.87544
C11 -1.99366 -2.04071 -4.04441
C12 -2.57125 -3.19040 -4.55193
N4 -0.65206 -0.90808 -2.31993
C13 -0.25074 -0.02890 -3.14917
C14 0.24526 1.23474 -2.64959
C15 0.52223 2.25191 -3.50124
C16 0.71013 3.57616 -2.93745
C17 0.97791 3.67985 -1.63339
C18 1.23784 2.39536 -0.89362
N5 0.30659 1.34061 -1.27656
H16 -1.54606 -5.39367 -2.18844
H17 -0.52145 -3.32424 -1.28280
H18 -2.17650 -1.09817 -4.54423
H19 -3.17056 -3.15054 -5.45072
H20 -0.28203 -0.18424 -4.22753
H21 0.45491 2.09668 -4.56877
H22 0.56551 4.45288 -3.55535
H23 1.03613 4.64216 -1.14871
H24 2.26253 2.05043 -1.11808
C19 4.57698 -2.28902 -0.73280
C20 3.09000 -2.42657 -1.00031
C21 2.82514 -2.52273 -2.49544
O1 2.43083 -1.21345 -0.54595
B1 1.19469 -1.53781 -0.02247
O2 1.09295 -2.91901 0.14647
C22 2.38004 -3.53346 -0.16879
C23 2.11428 -4.82640 -0.91365
C24 3.07215 -3.82552 1.15348
H25 4.99176 -1.51415 -1.37795
H26 5.10381 -3.21984 -0.95071
H27 4.77384 -2.01560 0.30228
H28 3.21398 -1.62571 -2.97835
H29 1.75538 -2.58602 -2.70539
H30 3.31579 -3.39014 -2.93768
H31 1.55428 -4.66550 -1.83294
H32 1.54294 -5.50096 -0.27484
H33 3.05122 -5.32573 -1.16875
H34 3.28879 -2.91115 1.70927
H35 4.01269 -4.35583 1.00169
H36 2.42434 -4.45495 1.76514
C25 -0.23846 4.47136 3.45100
Si1 0.00295 4.45164 1.58661
C26 1.00632 5.96710 1.17774
C27 -1.63202 4.44662 0.67561
As1 1.06547 2.39534 1.07206
Si2 3.36493 2.75405 1.51143
C28 3.51122 3.43498 3.23669
C29 4.17884 1.08742 1.38439
C30 4.02700 3.93803 0.24267
H37 0.28906 5.33153 3.86957
H38 0.13391 3.59633 3.98167
H39 -1.29631 4.58482 3.69879
H40 0.40722 6.80769 1.54544
H41 1.21090 6.14205 0.12449
H42 1.95652 5.98628 1.71422
H43 -1.72708 5.35087 0.07041
H44 -2.46771 4.43982 1.38025
H45 -1.74796 3.60096 -0.00645
H46 3.22496 2.69627 3.98859
H47 2.89670 4.32317 3.39599
H48 4.54999 3.71702 3.43044
H49 3.96317 0.48942 2.27556
H50 5.26444 1.19153 1.31324
H51 3.83255 0.51953 0.51751
H52 3.78554 4.97384 0.48572
H53 3.68364 3.74931 -0.77355
H54 5.11606 3.83193 0.24926
O3 -2.44679 1.22365 -0.71940
C31 -2.97098 0.11945 -0.94142
N6 -2.50526 -0.94848 -0.25408
C32 -3.29794 -2.05706 -0.58108
O4 -3.22869 -3.14330 -0.05871
C33 -4.26812 -1.60971 -1.64233
C34 -5.20733 -2.32310 -2.35276
C35 -5.91982 -1.62738 -3.32846
C36 -5.69639 -0.27218 -3.56678
C37 -4.75303 0.44355 -2.83029
C38 -4.05472 -0.26038 -1.87244
H55 -5.36725 -3.37822 -2.17373
H56 -6.66244 -2.14835 -3.91853
H57 -6.26714 0.23192 -4.33511
H58 -4.57384 1.49599 -3.00449



# 4
Here is a molecular structure, C12H32As4F24N2O2 at a distorted geometry from OMol25. Energies are from ωB97M-V/def2-TZVPD.

Values from the calculation:
LUMO energy = 2.8 eV
gap between HOMO and LUMO = 6.140 eV
energy relative to the best compared isomer or geometry (same formula, charge and spin) = 773.2 kcal per mole
2S+1 = 1
max |F| = 17.4 eV Å⁻¹
total charge = -2
HOMO = -3.3 eV
electronic energy = -12075.7109 hartree

Positions of all 76 atoms, in Å:
C1 -0.99027 -6.14955 2.02067
C2 -0.11679 -4.93179 1.79786
N1 -0.84035 -3.52483 1.93408
C3 -1.59879 -3.39047 3.22077
C4 0.26221 -2.36909 1.97861
C5 1.09503 -2.15261 0.75654
C6 -1.91513 -3.35397 0.76957
C7 -2.67054 -1.97790 0.87313
O1 -1.75395 -0.94579 0.67110
C8 -2.10545 0.38276 0.60782
H1 -0.59588 -7.16405 2.07854
H2 -1.88116 -6.13984 1.39272
H3 -1.44970 -6.05450 3.00453
H4 0.47414 -4.97040 0.88276
H5 0.66445 -4.73883 2.53309
H6 -1.72424 -2.37200 3.58830
H7 -0.92565 -3.79337 3.97752
H8 -2.49211 -4.01280 3.27341
H9 0.76759 -2.53404 2.93018
H10 -0.24112 -1.41267 2.12016
H11 1.63276 -3.00824 0.34808
H12 1.78008 -1.30513 0.78092
H13 0.46942 -1.84973 -0.08308
H14 -2.52649 -4.21829 1.02898
H15 -1.43772 -3.68294 -0.15344
H16 -3.25357 -2.10096 1.78584
H17 -3.41716 -1.93043 0.08041
H18 -2.84260 0.68385 1.35216
H19 -2.50830 0.45741 -0.40224
H20 -1.30865 1.12531 0.65076
C9 1.77111 2.00302 -1.93653
C10 0.28939 2.00053 -1.22798
C11 -0.70241 1.10566 -2.05335
O2 -0.44784 -0.28622 -1.77639
C12 -0.45948 -1.09266 -3.03938
N2 0.47066 1.44410 0.17048
H21 1.18562 1.90939 0.71124
H22 -0.31946 1.47167 0.79901
H23 0.67899 0.45974 0.08241
H24 2.63487 2.30559 -1.34454
H25 1.89454 2.63131 -2.81863
H26 2.02748 0.96635 -2.15496
H27 -0.16251 2.98931 -1.14922
H28 -0.43060 1.20102 -3.10461
H29 -1.70367 1.51540 -1.92035
H30 -0.07141 -2.06269 -2.72866
H31 0.32239 -0.82740 -3.75101
H32 -1.47393 -0.98451 -3.42318
As1 2.82047 3.50837 1.18644
F1 1.11533 3.12033 1.12323
F2 3.30017 2.04179 0.27697
F3 4.49804 4.20583 1.25714
F4 2.32762 5.04461 2.11599
F5 3.10156 2.64615 2.74180
F6 2.52857 4.36497 -0.40271
As2 -2.18530 3.01443 0.73392
F7 -2.19845 1.66661 -0.51174
F8 -3.43189 2.11235 1.51091
F9 -2.17506 4.27245 1.98517
F10 -0.86211 3.84379 -0.24072
F11 -3.34521 4.03389 -0.19845
F12 -0.95717 2.00313 1.58237
As3 0.29295 4.69019 -3.25114
F13 0.50704 4.42899 -1.52508
F14 -1.44453 4.80544 -3.07664
F15 0.01560 5.02432 -4.95279
F16 1.95825 4.53227 -3.71218
F17 -0.01656 2.89474 -3.47386
F18 0.32483 6.52436 -2.86883
As4 2.80990 -1.16402 -0.73534
F19 2.47271 -1.29201 -2.49627
F20 1.12982 -0.50784 -0.57774
F21 3.20022 -1.03931 1.03614
F22 4.47906 -1.72993 -0.98582
F23 3.45073 0.55016 -1.06007
F24 2.22964 -2.91084 -0.61477